C4H6N3O | ωB97M-V with the def2-TZVPD basis set

Each line ends with the natural charge from an NBO analysis.
Cartesian coordinates (Å):
N -1.95399 -1.23644 0.40151  -0.1595
C 1.01362 0.61052 -0.79469  -0.3200
H 1.02573 0.50156 -1.92499  0.2706
H -2.93333 0.20117 1.56266  0.4654
H -0.94905 2.01106 0.90039  0.2964
H -0.28133 -2.10162 -0.95817  0.3135
N -0.28244 0.10536 -0.19570  -0.3255
O 2.46421 -1.40014 -0.49525  -0.4570
N -2.13696 -0.01015 0.95006  -0.2943
H 2.62962 0.19924 0.87381  0.1657
H 1.10084 1.72191 -0.50714  0.2388
C -0.75690 -1.25736 -0.36790  0.1801
C 2.16752 -0.27179 -0.06617  0.4053
C -1.10755 0.92668 0.62157  0.2203

Its HOMO energy is -14.5 eV. The SMILES is O=CCn1cn[nH+]c1. As for the relative energy (zero: lowest compared OMol25 entry of this formula, charge and spin): 177.26 kJ/mol. As for the LUMO energy: -4.61 eV. The charge is +1.